{"formula": "C40H45F3IN7PS2Ti", "method": "ωB97M-V/def2-TZVPD", "total_charge": 3, "lumo_ev": -9.92, "homo_ev": -15.13, "gap_ev": 5.21, "species": ["Ti", "F", "C", "F", "F", "C", "C", "C", "C", "N", "C", "S", "H", "H", "H", "C", "N", "C", "C", "C", "N", "C", "C", "H", "H", "H", "H", "H", "H", "H", "H", "H", "H", "H", "H", "H", "H", "H", "H", "I", "C", "C", "C", "C", "C", "C", "C", "C", "C", "P", "C", "C", "C", "C", "C", "C", "C", "C", "C", "C", "C", "C", "C", "H", "H", "H", "H", "H", "H", "H", "H", "H", "H", "H", "H", "H", "H", "H", "H", "N", "N", "H", "H", "H", "H", "N", "C", "S", "C", "C", "C", "N", "C", "C", "H", "H", "H", "H", "H", "H"], "xyz": [[0.0296, -0.2164, -0.3928], [-5.0251, 0.1290, -3.5529], [-4.5019, -0.9377, -2.9462], [-5.0371, -2.0378, -3.4884], [-4.8442, -0.8974, -1.6473], [-2.9989, -0.9690, -3.1390], [-2.5182, -1.2914, -4.4000], [-1.1490, -1.3389, -4.6236], [-0.3059, -1.0837, -3.5743], [-0.7548, -0.7773, -2.3414], [-2.0855, -0.6792, -2.1345], [-2.4178, -0.1185, -0.5296], [-3.2210, -1.4955, -5.2013], [-0.7455, -1.5683, -5.6007], [0.7577, -1.1140, -3.7153], [0.6586, 3.2578, 0.0987], [-0.4808, 2.3416, -0.1574], [-1.0410, 2.7471, -1.4753], [-1.5317, 2.6677, 0.8597], [-1.2394, 2.2743, 2.2932], [-1.2746, 0.8266, 2.5697], [-2.6679, 0.4127, 2.8226], [-0.5476, 0.5981, 3.8362], [0.3391, 4.2904, -0.0605], [1.4904, 3.0496, -0.5615], [1.0116, 3.1836, 1.1263], [-1.3375, 3.7982, -1.4461], [-1.9159, 2.1599, -1.7203], [-0.2952, 2.6433, -2.2617], [-2.4829, 2.2557, 0.5395], [-1.6518, 3.7557, 0.8499], [-1.9773, 2.7814, 2.9250], [-0.2733, 2.6738, 2.6067], [-3.0412, 0.8708, 3.7440], [-2.7220, -0.6719, 2.9302], [-3.3280, 0.7176, 2.0192], [-1.0113, 1.1554, 4.6568], [0.4898, 0.9326, 3.7665], [-0.5727, -0.4551, 4.1047], [1.8791, 1.0625, -2.2960], [3.9410, 0.5832, -2.3906], [4.6508, 1.6639, -2.8248], [6.0178, 1.5306, -3.1133], [6.5962, 0.3069, -2.9759], [5.8624, -0.8155, -2.5170], [6.5292, -2.0559, -2.4286], [5.8705, -3.1733, -2.0148], [4.5312, -3.0667, -1.6218], [3.8230, -1.8809, -1.6638], [2.1213, -2.1158, -0.9321], [1.4622, -3.3966, -2.0689], [0.4987, -4.3268, -1.6760], [-0.0033, -5.2566, -2.5768], [0.4556, -5.2796, -3.8870], [1.4385, -4.3829, -4.2824], [1.9374, -3.4519, -3.3838], [2.5757, -2.9485, 0.6397], [3.1887, -2.1594, 1.6178], [3.5663, -2.6970, 2.8386], [3.3333, -4.0423, 3.1022], [2.7569, -4.8422, 2.1257], [2.3833, -4.3030, 0.9002], [4.4726, -0.7096, -2.1675], [4.1653, 2.6225, -2.9661], [6.5818, 2.3862, -3.4583], [7.6423, 0.1637, -3.2235], [7.5772, -2.0948, -2.7057], [6.3709, -4.1324, -1.9621], [4.0486, -3.9653, -1.2670], [0.1853, -4.3816, -0.6482], [-0.7312, -5.9882, -2.2444], [0.0726, -6.0156, -4.5842], [1.8364, -4.4197, -5.2902], [2.7269, -2.7834, -3.7073], [3.4341, -1.1218, 1.4109], [4.0567, -2.0759, 3.5801], [3.6231, -4.4668, 4.0566], [2.6022, -5.8984, 2.3104], [1.9577, -4.9609, 0.1560], [2.7775, 1.0715, 0.7681], [1.5337, 0.4632, 1.1231], [3.1977, 1.4811, 1.5938], [3.4058, 0.3650, 0.4174], [0.9609, 1.1936, 1.5198], [1.6783, -0.1942, 1.8747], [-2.9419, -5.7962, 3.0873], [-1.6548, -5.4460, 3.0416], [-0.4253, -6.3389, 3.6741], [-1.3070, -4.2119, 2.2735], [-1.9391, -3.8800, 1.0770], [-1.4817, -2.8182, 0.3277], [-0.4714, -2.0106, 0.7164], [0.1009, -2.3202, 1.9029], [-0.2653, -3.3838, 2.6823], [-3.1966, -6.6421, 3.5698], [-3.6862, -5.1904, 2.7864], [-2.7447, -4.4815, 0.6753], [-1.9245, -2.6465, -0.6335], [0.9155, -1.7117, 2.2354], [0.2670, -3.5944, 3.6000]], "mulliken_charge": [1.431, -0.237, 0.565, -0.239, -0.228, -0.013, -0.641, -1.413, -0.425, 1.429, 0.050, -0.481, 0.560, 0.582, 0.410, -1.259, 0.299, -1.277, -1.106, -1.281, 0.440, -1.255, -1.252, 0.440, 0.222, 0.444, 0.508, 0.311, 0.445, 0.569, 0.512, 0.672, 0.346, 0.511, 0.186, 0.497, 0.517, 0.365, 0.331, 0.197, 0.764, -0.845, -1.023, -0.896, 0.844, -0.958, -1.315, -0.413, 0.380, 2.748, 0.768, -0.541, -1.148, -0.930, -0.819, -1.090, 0.726, -1.653, -0.859, -0.813, -0.982, 0.001, 0.549, 0.456, 0.452, 0.446, 0.448, 0.495, 0.469, 0.426, 0.547, 0.471, 0.518, 0.381, 0.848, 0.538, 0.460, 0.625, 0.617, -0.599, -0.113, 0.335, 0.158, 0.112, 0.421, -0.324, -0.201, -0.230, 0.425, -1.228, -1.201, 2.856, -1.021, -1.364, 0.251, 0.203, 0.634, 0.327, 0.402, 0.731]}

---

{"formula": "C40H45FN8O11P2SSe2Ti", "method": "ωB97M-V/def2-TZVPD", "total_charge": 2, "lumo_ev": -4.89, "homo_ev": -11.35, "gap_ev": 6.47, "species": ["Ti", "C", "C", "N", "C", "C", "C", "O", "O", "C", "O", "C", "C", "C", "F", "C", "C", "C", "N", "C", "C", "N", "C", "C", "H", "H", "H", "H", "H", "H", "H", "H", "H", "H", "H", "H", "H", "H", "H", "H", "H", "H", "N", "C", "C", "P", "O", "O", "O", "P", "O", "O", "O", "H", "H", "H", "H", "H", "H", "H", "H", "Se", "Se", "C", "C", "C", "C", "C", "N", "C", "C", "C", "C", "C", "N", "H", "H", "H", "H", "H", "H", "H", "H", "C", "C", "C", "C", "C", "C", "C", "S", "O", "O", "N", "C", "C", "C", "C", "C", "N", "H", "H", "H", "H", "H", "H", "H", "H", "H", "H", "H"], "xyz": [[-1.9986, -0.6238, -1.1659], [0.0694, 5.6812, 2.9131], [-0.2125, 4.3144, 3.5264], [-0.2261, 3.2491, 2.5143], [-1.4057, 2.7375, 2.1267], [-1.5484, 1.8100, 1.1405], [-2.8971, 1.1982, 0.9756], [-3.8408, 1.6040, 1.5917], [-2.9505, 0.1363, 0.1643], [-0.4178, 1.3568, 0.4125], [-0.4822, 0.6407, -0.6183], [0.8609, 1.8073, 0.9151], [2.0414, 1.2731, 0.3930], [3.2500, 1.6244, 0.9128], [4.3658, 1.0788, 0.3842], [3.3715, 2.5469, 1.9660], [2.1990, 3.1034, 2.4530], [0.9401, 2.7388, 1.9618], [4.6013, 2.8916, 2.5519], [5.7715, 2.0371, 2.4697], [6.5546, 2.1462, 3.7719], [6.9342, 3.5792, 4.0180], [5.7135, 4.4535, 4.0542], [4.9601, 4.2836, 2.7436], [0.0679, 6.4410, 3.6941], [-0.7083, 5.9366, 2.1930], [1.0302, 5.7040, 2.3976], [-1.1923, 4.3242, 3.9964], [0.5151, 4.0682, 4.2985], [-2.2967, 3.0781, 2.6390], [1.9859, 0.5795, -0.4395], [2.2724, 3.8010, 3.2745], [6.4177, 2.3023, 1.6206], [5.4752, 0.9996, 2.3544], [7.4592, 1.5423, 3.7310], [5.9381, 1.8187, 4.6064], [7.5460, 3.8970, 3.2627], [7.4573, 3.6614, 4.8901], [6.0175, 5.4891, 4.1953], [5.1002, 4.1371, 4.8951], [5.5966, 4.6368, 1.9161], [4.0717, 4.9083, 2.7625], [-6.4362, -0.9972, -2.1514], [-5.5012, -0.3825, -1.1306], [-6.3285, 0.2821, -0.0364], [-4.6238, -1.9499, -0.4863], [-4.6789, -1.9075, 1.0772], [-5.5236, -2.9991, -1.0713], [-3.1616, -2.0923, -0.9549], [-4.3528, 0.8158, -1.9977], [-5.2335, 1.0593, -3.3260], [-3.9851, 2.1006, -1.3865], [-3.1703, -0.0819, -2.4564], [-6.3213, -2.0812, -1.8777], [-6.1296, -0.8427, -3.1086], [-7.3831, -0.6466, -2.0486], [-6.9394, -0.4595, 0.4813], [-6.9713, 1.0545, -0.4660], [-5.6780, 0.7601, 0.6901], [-3.8320, -2.2258, 1.4693], [-5.1918, 1.9868, -3.6011], [-0.3678, -0.4488, -5.4527], [-2.5967, -0.3561, -5.9068], [-3.1591, -2.0480, -5.1780], [-4.2699, -2.6623, -5.7483], [-4.5974, -3.9424, -5.3379], [-3.7964, -4.5627, -4.3919], [-2.7405, -3.8494, -3.8575], [-2.4249, -2.6046, -4.2271], [-0.0482, 0.9324, -4.1438], [1.1936, 1.5649, -4.2318], [1.4095, 2.6996, -3.4757], [0.3903, 3.1804, -2.6646], [-0.7905, 2.4669, -2.6104], [-0.9996, 1.3482, -3.3115], [-4.8389, -2.1503, -6.5149], [-5.4465, -4.4573, -5.7680], [-3.9981, -5.5733, -4.0647], [-2.0988, -4.2950, -3.1068], [1.9455, 1.1847, -4.9118], [2.3492, 3.2329, -3.5524], [0.5098, 4.0979, -2.1029], [-1.6274, 2.7974, -2.0021], [3.9748, -5.1645, 2.9879], [2.7603, -4.3764, 2.5815], [2.8674, -3.0937, 2.0467], [1.7370, -2.3875, 1.6729], [0.4906, -2.9704, 1.8368], [0.3557, -4.2458, 2.3649], [1.4925, -4.9408, 2.7342], [-0.9268, -2.0916, 1.2741], [-0.8801, -0.7832, 1.8835], [-2.1097, -2.8632, 1.5738], [-0.7151, -1.8444, -0.3250], [0.0814, -2.5921, -1.1895], [0.4068, -3.9407, -1.0112], [1.2269, -4.5443, -1.9421], [1.7166, -3.7909, -3.0025], [1.3111, -2.4754, -3.1076], [0.4981, -1.8819, -2.2335], [4.8831, -4.5684, 2.9223], [4.0863, -6.0363, 2.3409], [3.8661, -5.5319, 4.0083], [3.8463, -2.6499, 1.9103], [1.8010, -1.3895, 1.2553], [-0.6344, -4.6720, 2.4737], [1.4055, -5.9418, 3.1394], [-0.0164, -4.4960, -0.1891], [1.4718, -5.5954, -1.8602], [2.3773, -4.2183, -3.7439], [1.6633, -1.8551, -3.9228]], "mulliken_charge": [-1.150, -1.040, -0.904, 0.247, -0.206, -0.983, 0.362, -0.730, 1.193, 0.599, 0.676, 0.614, -0.823, 0.585, -0.427, -0.778, -0.454, -0.297, 0.296, -0.633, -0.954, -0.102, -0.729, -0.579, 0.412, 0.340, 0.288, 0.401, 0.444, 0.632, 0.519, 0.747, 0.405, 0.446, 0.446, 0.361, 0.396, 0.358, 0.410, 0.369, 0.205, 0.387, -0.052, 0.407, -1.498, 1.047, -0.623, -0.981, -0.136, 0.209, -0.648, -0.823, 0.613, 0.462, 0.291, 0.348, 0.452, 0.554, 0.103, 0.497, 0.396, 0.133, -0.039, 0.457, -0.848, -0.467, -0.753, -0.128, 0.168, 0.136, -0.778, -0.543, -0.967, -0.457, 0.197, 0.450, 0.436, 0.444, 0.275, 0.463, 0.453, 0.527, 0.738, -1.585, 1.043, -0.893, -0.270, -1.057, -0.288, -0.756, 2.348, -0.745, -1.141, 0.830, 0.413, -0.461, -0.893, -1.117, -0.485, 0.279, 0.343, 0.337, 0.398, 0.382, 0.316, 0.560, 0.437, 0.603, 0.534, 0.489, 0.518]}

---

{"formula": "C40H45IN2P2PdSb2", "method": "ωB97M-V/def2-TZVPD", "multiplicity": 5, "total_charge": 4, "lumo_ev": [-11.23, -13.85], "s_squared": 6.072, "homo_ev": [-16.73, -16.75], "gap_ev": [5.49, 2.90], "species": ["Pd", "C", "Sb", "C", "C", "C", "C", "C", "C", "C", "C", "C", "Sb", "C", "C", "H", "H", "H", "H", "H", "H", "H", "H", "H", "H", "H", "H", "H", "H", "H", "H", "H", "H", "H", "H", "I", "C", "C", "N", "N", "C", "H", "H", "H", "C", "P", "C", "C", "C", "C", "C", "C", "C", "C", "C", "C", "C", "C", "P", "C", "C", "C", "C", "C", "C", "C", "C", "C", "C", "C", "C", "H", "H", "H", "H", "H", "H", "H", "H", "H", "H", "H", "H", "H", "H", "H", "H", "H", "H", "H", "H", "H", "H"], "xyz": [[-0.2606, -0.4898, -1.4362], [-1.5443, -3.7862, -3.6563], [-1.2762, -1.6601, -3.5908], [-1.9870, -2.5818, 0.2513], [-3.2915, -1.2158, -2.7585], [-3.9993, -0.4039, -3.7857], [-4.6766, -1.0509, -4.8224], [-5.2682, -0.3372, -5.8495], [-5.1723, 1.0456, -5.8653], [-4.5305, 1.7030, -4.8310], [-3.9604, 1.0029, -3.7678], [-3.4123, 1.7808, -2.6077], [-1.2513, 1.7079, -2.3908], [-0.8322, 3.5649, -1.4495], [-0.6829, 2.1264, -4.3979], [-1.9077, -4.0212, -4.6576], [-2.2706, -4.1169, -2.9186], [-0.5892, -4.2882, -3.5104], [-2.8018, -3.1424, 0.7134], [-2.2014, -1.5214, 0.3696], [-1.9588, -2.8347, -0.8065], [-3.1234, -0.7086, -1.8158], [-3.7320, -2.1981, -2.5998], [-4.7515, -2.1339, -4.8038], [-5.8030, -0.8515, -6.6375], [-5.6168, 1.6115, -6.6735], [-4.5140, 2.7883, -4.8272], [-3.8326, 1.4827, -1.6480], [-3.5781, 2.8508, -2.7444], [-1.3839, 4.3295, -1.9983], [0.2318, 3.7918, -1.4988], [-1.1603, 3.5522, -0.4124], [-1.3611, 2.8964, -4.7672], [-0.7655, 1.2391, -5.0193], [0.3350, 2.5114, -4.4381], [5.1075, 1.6859, -4.5269], [3.8888, 0.2960, -3.7759], [4.1621, -1.0833, -3.6702], [3.0819, -1.6019, -3.1335], [2.0813, -0.6865, -2.8622], [2.5637, 0.4607, -3.2430], [5.0298, -1.6647, -3.9556], [2.9196, -2.5851, -2.9612], [1.9962, 1.3719, -3.1590], [-0.1845, -0.1955, 2.4715], [0.4825, -0.2967, 0.7539], [0.5249, -2.0780, 0.4312], [1.6589, -2.6723, -0.1176], [1.7925, -4.0543, -0.2121], [0.7595, -4.9203, 0.2219], [-0.3858, -4.4115, 0.7295], [-0.6346, -2.9492, 0.8995], [2.1871, 0.2906, 0.8253], [3.1490, -0.3476, 1.6162], [4.4532, 0.1179, 1.6256], [4.8051, 1.2216, 0.8530], [3.8497, 1.8690, 0.0802], [2.5396, 1.4044, 0.0656], [0.0756, 1.4396, 3.3055], [1.7467, 1.4583, 3.9739], [2.6496, 2.4453, 3.5870], [3.9137, 2.4787, 4.1603], [4.2670, 1.5341, 5.1150], [3.3630, 0.5451, 5.4982], [2.0962, 0.5047, 4.9394], [-1.0114, 1.4747, 4.6900], [-0.6081, 2.2901, 5.7882], [-1.3675, 2.3222, 6.9311], [-2.5714, 1.6121, 6.9808], [-2.9915, 0.8208, 5.8961], [-2.2451, 0.7779, 4.7483], [0.3046, -0.9666, 3.0699], [-1.2569, -0.3834, 2.4335], [2.4909, -2.0407, -0.4044], [2.7170, -4.4810, -0.5832], [0.9044, -5.9921, 0.1677], [-1.1814, -5.0731, 1.0534], [-0.7672, -2.7844, 1.9817], [2.8802, -1.2090, 2.2185], [5.1980, -0.3782, 2.2359], [5.8268, 1.5826, 0.8652], [4.1266, 2.7388, -0.5053], [1.7767, 1.9163, -0.5108], [2.3668, 3.1944, 2.8551], [4.6133, 3.2547, 3.8755], [5.2441, 1.5776, 5.5799], [3.6349, -0.1809, 6.2534], [1.3847, -0.2447, 5.2693], [0.3055, 2.8675, 5.7300], [-1.0486, 2.9157, 7.7773], [-3.2101, 1.7035, 7.8509], [-3.9155, 0.2622, 5.9617], [-2.6089, 0.2034, 3.9072]], "lowdin_spin": [0.212, 0.096, 0.535, 0.037, 0.030, 0.046, 0.013, 0.002, 0.013, 0.000, 0.018, 0.023, 0.089, 0.012, 0.021, 0.006, 0.007, 0.006, 0.002, 0.000, 0.010, 0.005, 0.000, 0.000, 0.000, 0.001, 0.000, 0.000, 0.003, 0.002, 0.000, 0.000, 0.003, 0.006, 0.000, 0.528, 0.187, 0.107, 0.079, 0.061, 0.045, 0.001, 0.002, 0.000, 0.076, 0.065, 0.115, 0.062, 0.217, 0.028, 0.195, 0.050, 0.010, 0.002, 0.001, 0.000, 0.000, 0.003, 0.369, 0.059, 0.006, 0.001, 0.000, 0.004, 0.013, 0.126, 0.081, 0.007, 0.156, 0.026, 0.057, 0.010, 0.001, 0.000, 0.010, -0.003, 0.008, 0.024, 0.000, 0.000, 0.000, 0.000, 0.000, 0.003, 0.000, 0.000, 0.001, 0.000, 0.002, -0.001, 0.007, 0.000, 0.001]}